Record 1
{"formula": "C3H10N2O", "method": "wB97M-V/def2-TZVPD", "mol_weight_g_mol": 90.1, "e_above_lowest_kcal_mol": 30.4, "e_homo_ev": -8.1, "homo_lumo_gap_ev": 8.935, "total_energy_ha": -305.026149, "elements": ["C", "C", "C", "N", "N", "H", "H", "H", "H", "H", "H", "H", "H", "H", "H", "O"], "positions_angstrom": [[1.040, -1.959, -0.456], [0.295, -0.665, -0.280], [-0.329, -0.045, -1.268], [-0.925, 1.229, -1.278], [0.171, -0.212, 1.087], [2.027, -1.889, 0.021], [1.126, -2.366, -1.462], [0.522, -2.708, 0.149], [-0.128, -0.370, -2.283], [-0.663, 1.854, -0.528], [-0.688, 1.700, -2.139], [1.117, -0.278, 1.457], [-0.374, -0.860, 1.647], [-1.369, 1.454, 1.929], [-0.497, 2.698, 1.504], [-1.325, 2.417, 1.900]], "forces_ev_per_a": [[-0.20, -0.24, 0.74], [-0.63, -0.85, 0.29], [1.21, 1.41, -0.85], [-0.11, 0.00, -0.04], [0.62, 0.24, -0.28], [0.05, 0.07, -0.34], [0.02, 0.35, -0.08], [-0.05, -0.27, -0.05], [-0.31, -0.50, 0.07], [-0.20, -0.41, 0.35], [-0.27, -0.04, -0.12], [-0.14, 0.22, 0.40], [-0.08, -0.14, -0.14], [0.63, 0.22, -0.35], [0.10, -0.52, 0.13], [-0.64, 0.46, 0.28]]}

---

Record 2
{"formula": "C5H9Cl", "method": "wB97M-V/def2-TZVPD", "mol_weight_g_mol": 104.6, "e_above_lowest_kcal_mol": 190.4, "e_homo_ev": -8.7, "homo_lumo_gap_ev": 9.535, "total_energy_ha": -655.794388, "elements": ["C", "C", "C", "C", "C", "H", "H", "H", "H", "H", "H", "H", "H", "H", "Cl"], "positions_angstrom": [[-0.136, -0.458, 1.909], [-0.329, 0.171, 0.568], [0.340, -0.463, -0.575], [-0.381, -0.207, -1.791], [0.701, 0.903, -0.036], [-0.616, -1.615, 1.782], [0.814, -0.834, 2.015], [-0.396, 0.080, 2.929], [-1.421, 0.474, 0.487], [1.282, -1.165, -0.455], [-1.929, -0.527, -1.798], [0.552, -0.793, -2.688], [-0.356, 1.324, -2.157], [1.642, 0.772, 0.694], [0.234, 2.338, -0.884]], "forces_ev_per_a": [[-2.85, -2.70, 1.47], [-3.96, -1.23, 3.38], [1.40, -0.07, -0.09], [-1.06, -0.35, -6.14], [3.84, 1.13, 2.39], [0.34, 3.23, 0.89], [2.86, -0.22, 0.30], [0.04, -1.00, -2.40], [1.54, -0.31, -0.70], [-2.59, 1.02, -0.35], [4.73, 0.42, -0.20], [-3.81, 1.55, 1.92], [-0.33, -5.14, 0.52], [-1.63, 1.65, -2.27], [1.47, 2.02, 1.29]]}

---

Record 3
{"formula": "C15H14ClF6IrN4O4PS", "method": "wB97M-V/def2-TZVPD", "mol_weight_g_mol": 719.0, "total_charge": 2, "e_above_lowest_kcal_mol": 94.9, "s2": 0.77, "multiplicity": 2, "e_homo_ev": [-15.4, -15.4], "homo_lumo_gap_ev": [4.204, 3.170], "total_energy_ha": -3002.689541, "elements": ["Ir", "O", "C", "O", "C", "C", "Cl", "N", "N", "C", "C", "O", "O", "C", "C", "C", "C", "C", "C", "H", "H", "H", "H", "H", "H", "C", "N", "C", "C", "N", "C", "S", "H", "H", "H", "H", "H", "H", "H", "H", "F", "P", "F", "F", "F", "F", "F"], "positions_angstrom": [[0.109, 0.627, 0.074], [4.360, -0.425, 4.240], [4.845, -0.628, 3.067], [5.951, -1.027, 2.813], [3.948, -0.345, 1.881], [4.368, -0.539, 0.552], [5.837, -1.152, 0.030], [3.321, -0.199, -0.249], [2.284, 0.193, 0.497], [2.626, 0.101, 1.777], [1.539, 0.460, 2.799], [1.862, 0.451, 3.968], [0.444, 0.725, 2.252], [3.142, -0.282, -1.639], [4.149, 0.027, -2.546], [3.866, -0.021, -3.903], [2.605, -0.399, -4.355], [1.598, -0.697, -3.446], [1.870, -0.660, -2.092], [3.422, -0.081, 4.321], [5.128, 0.317, -2.200], [4.629, 0.258, -4.614], [2.412, -0.475, -5.415], [0.616, -0.990, -3.788], [1.143, -1.045, -1.380], [-3.430, 3.553, 0.022], [-2.930, 3.254, -1.278], [-3.810, 3.212, -2.426], [-2.882, 2.833, -3.586], [-1.592, 2.759, -2.939], [-1.687, 2.957, -1.628], [-0.317, 2.993, -0.556], [-4.276, 2.898, 0.249], [-3.796, 4.584, 0.061], [-2.661, 3.422, 0.779], [-4.301, 4.182, -2.560], [-4.595, 2.463, -2.269], [-2.869, 3.573, -4.393], [-3.149, 1.864, -4.024], [-0.760, 2.431, -3.407], [-1.008, 0.211, -1.989], [-2.367, -0.688, -1.292], [-3.291, 0.319, -2.127], [-1.198, -1.446, -0.428], [-2.226, -1.699, -2.469], [-3.537, -1.362, -0.543], [-2.269, 0.538, -0.112]], "forces_ev_per_a": [[1.14, 2.10, 1.80], [-0.63, 0.29, 1.62], [0.40, -0.24, -1.45], [-0.38, 0.19, 0.65], [-0.50, 0.15, -0.07], [-0.48, 0.09, 0.45], [-0.44, 0.15, -0.44], [0.85, -0.14, -0.50], [-3.15, 0.63, -0.48], [0.10, 0.14, 0.95], [5.14, -1.17, 0.09], [-1.54, 0.33, -0.39], [-4.37, 1.03, -3.02], [-0.23, -0.06, -1.28], [-0.22, 0.09, 0.40], [-0.18, -0.11, -0.08], [-0.01, 0.07, 0.12], [0.06, 0.00, -0.26], [0.27, -0.04, 0.26], [0.77, -0.30, -0.48], [0.08, 0.08, 0.01], [0.09, -0.08, -0.02], [-0.02, 0.06, -0.08], [-0.01, -0.09, -0.02], [0.05, -0.25, -0.19], [-0.61, 0.35, 1.00], [1.70, -0.42, 0.02], [-0.95, 0.13, -0.69], [-0.71, -0.02, -0.89], [1.09, -0.04, 0.68], [-1.73, -0.20, -1.23], [1.60, -2.48, 1.60], [0.15, -0.04, -0.01], [0.10, -0.08, -0.03], [0.00, -0.03, 0.03], [0.18, -0.10, 0.05], [0.19, 0.12, 0.10], [0.02, -0.05, 0.22], [0.13, 0.18, 0.14], [-0.03, 0.03, 0.15], [0.77, 0.06, 1.10], [-0.35, 0.01, -1.19], [0.16, -0.40, 0.32], [-0.23, -0.18, 0.18], [-0.10, 0.07, 0.28], [0.26, 0.02, 0.00], [1.56, 0.15, 0.56]]}

---

Record 4
{"formula": "C27H41GaO5Si", "method": "wB97M-V/def2-TZVPD", "mol_weight_g_mol": 543.4, "total_charge": -2, "e_homo_ev": [2.2, 2.2], "homo_lumo_gap_ev": [1.963, 1.964], "total_energy_ha": -3643.710546, "elements": ["C", "C", "C", "C", "H", "H", "C", "H", "H", "C", "H", "H", "C", "C", "C", "O", "O", "O", "O", "C", "H", "H", "H", "C", "H", "H", "H", "O", "H", "H", "C", "C", "H", "H", "H", "H", "H", "H", "Ga", "C", "C", "C", "H", "C", "C", "H", "H", "H", "H", "C", "C", "C", "H", "C", "C", "H", "H", "H", "H", "C", "Si", "C", "C", "C", "H", "H", "H", "H", "H", "H", "H", "H", "H", "H", "H"], "positions_angstrom": [[0.084, -0.915, -4.152], [-0.420, -1.922, -3.125], [-0.101, 0.505, -3.595], [-1.207, 0.359, -2.534], [-0.372, 1.207, -4.387], [0.827, 0.862, -3.130], [-0.858, -1.058, -1.941], [0.368, -2.630, -2.844], [-1.305, -2.484, -3.469], [0.275, -0.932, -0.936], [-1.743, -1.446, -1.421], [-2.166, 0.234, -3.056], [-1.370, 1.484, -1.612], [1.534, -1.050, -4.535], [-0.751, -1.052, -5.434], [-1.573, -0.201, -5.765], [2.365, -1.630, -3.821], [1.831, -0.442, -5.698], [-0.645, -2.184, -6.167], [0.267, -3.288, -5.925], [0.350, -3.575, -4.866], [1.256, -3.054, -6.345], [-0.176, -4.111, -6.489], [3.243, -0.457, -5.974], [3.800, 0.057, -5.183], [3.349, 0.064, -6.922], [3.623, -1.483, -6.048], [-0.375, -0.314, 0.144], [1.113, -0.323, -1.318], [0.719, -1.898, -0.637], [-2.725, 1.835, -1.189], [-0.254, 2.354, -1.228], [0.200, 2.895, -2.073], [0.548, 1.774, -0.749], [-0.601, 3.092, -0.495], [-2.729, 2.192, -0.155], [-3.383, 0.966, -1.262], [-3.163, 2.640, -1.802], [0.208, 0.085, 1.772], [-1.508, -1.680, 3.863], [-2.089, -1.619, 2.566], [-1.390, -2.534, 1.733], [-2.991, -1.051, 2.271], [-0.322, -3.086, 2.505], [-0.398, -2.554, 3.815], [0.272, -2.788, 4.657], [-1.873, -1.176, 4.773], [-1.697, -2.870, 0.740], [0.335, -3.910, 2.177], [2.259, 0.653, 2.755], [2.266, -0.476, 3.618], [2.431, -1.632, 2.819], [2.163, -0.463, 4.717], [2.533, -1.266, 1.463], [2.387, 0.178, 1.381], [2.671, 0.801, 0.528], [2.246, 1.715, 3.038], [2.560, -2.659, 3.206], [2.828, -1.912, 0.624], [0.960, 2.840, 5.148], [-0.648, 2.597, 4.233], [-1.940, 2.004, 5.505], [-1.245, 4.168, 3.426], [-0.613, 1.082, 3.118], [0.767, 3.545, 5.968], [1.755, 3.266, 4.523], [1.338, 1.909, 5.594], [-2.054, 2.781, 6.280], [-2.923, 1.813, 5.036], [-1.611, 1.067, 5.997], [-0.554, 4.566, 2.680], [-2.213, 4.070, 2.928], [-1.378, 4.961, 4.166], [-0.768, 0.359, 3.963], [-1.599, 1.140, 2.551]], "forces_ev_per_a": [[0.40, 0.13, -2.22], [-0.64, -0.20, 0.84], [-0.19, 0.31, 0.08], [0.09, -0.08, 0.39], [0.08, -0.12, 0.14], [-0.11, -0.11, 0.02], [0.45, -0.32, -0.20], [-0.09, 0.01, -0.06], [0.41, 0.12, -0.26], [-0.81, 0.38, 0.92], [0.33, -0.11, -0.01], [0.00, -0.24, -0.29], [0.00, 0.09, -0.71], [0.69, -1.56, 2.21], [-1.36, 1.77, 0.25], [1.46, -2.02, -0.05], [-0.99, 1.24, -1.71], [0.86, -0.18, 0.19], [0.01, -0.50, -0.28], [-0.26, 0.63, 0.07], [-0.05, 0.30, -0.35], [-0.24, -0.04, 0.21], [0.11, 0.04, 0.09], [-0.08, 0.08, -0.05], [-0.18, -0.09, -0.16], [0.06, 0.00, 0.00], [-0.15, 0.19, 0.01], [0.51, -0.04, 0.54], [-0.11, -0.01, -0.05], [-0.24, -0.04, -0.12], [0.29, -0.16, -0.10], [-0.29, -0.42, 0.05], [0.45, 0.53, -0.16], [0.57, 0.19, 0.27], [0.13, 0.10, -0.01], [-0.31, 0.06, 0.38], [-0.29, 0.04, 0.14], [-0.77, 0.59, -0.17], [0.95, -0.82, -1.31], [-0.17, -0.38, 0.21], [-0.50, -0.46, 0.04], [0.33, -0.31, 0.93], [0.65, -0.32, 0.22], [-0.59, -0.48, -0.35], [-0.33, -0.21, 0.21], [-0.34, 0.15, -0.48], [0.23, -0.13, -0.57], [0.32, 0.43, 0.20], [-0.22, 0.70, 0.13], [1.18, -0.41, -0.07], [0.41, 0.64, -0.17], [0.77, -0.31, -0.35], [-0.10, 0.03, -0.80], [0.41, 0.56, 0.44], [0.52, -0.49, 1.01], [-0.42, -0.24, 0.28], [-0.23, -0.77, -0.17], [-0.40, 0.74, -0.31], [-0.55, 0.31, 0.48], [0.23, 0.44, 0.42], [-0.19, -1.74, -0.88], [0.04, 0.45, 0.30], [-0.09, 0.66, -0.01], [-2.29, 1.24, 0.91], [0.18, -0.03, -0.01], [-0.17, -0.08, 0.10], [-0.17, 0.14, -0.22], [-0.18, -0.26, -0.04], [0.46, 0.10, 0.16], [-0.10, 0.45, -0.27], [0.11, -0.17, -0.03], [0.05, -0.29, 0.00], [0.04, 0.06, 0.17], [0.07, 0.30, -1.16], [0.39, -0.04, 1.13]]}

---

Record 5
{"formula": "C7H16N2O2S", "method": "wB97M-V/def2-TZVPD", "mol_weight_g_mol": 192.3, "e_above_lowest_kcal_mol": 150.5, "e_homo_ev": [-8.3, -8.3], "homo_lumo_gap_ev": [8.280, 8.276], "total_energy_ha": -934.231237, "elements": ["C", "C", "C", "C", "C", "C", "C", "N", "N", "O", "O", "S", "H", "H", "H", "H", "H", "H", "H", "H", "H", "H", "H", "H", "H", "H", "H", "H"], "positions_angstrom": [[-2.394, -1.540, -0.593], [4.768, 0.724, 0.552], [-1.007, -1.026, -0.972], [-0.580, 0.075, -0.080], [0.463, 0.908, -0.705], [1.855, 0.253, -0.803], [2.372, -0.258, 0.622], [-4.948, 0.699, 1.050], [-3.267, -0.814, -0.031], [-4.477, -0.966, 0.290], [-3.953, 1.431, 1.219], [4.143, -0.982, 0.601], [-2.710, -2.569, -0.844], [5.886, 0.643, 0.250], [4.698, 0.976, 1.621], [4.149, 1.333, -0.151], [-0.982, -0.768, -1.964], [-0.404, -1.870, -0.930], [-1.495, 0.568, 0.233], [-0.266, -0.299, 0.923], [0.574, 1.797, -0.092], [0.124, 1.174, -1.656], [2.513, 0.870, -1.345], [1.814, -0.654, -1.420], [2.449, 0.432, 1.439], [1.764, -1.156, 0.656], [-5.545, 0.445, 1.912], [-5.544, 0.575, 0.218]], "forces_ev_per_a": [[-1.30, -1.06, -0.37], [1.98, -0.78, -0.09], [-2.19, -1.06, 2.45], [-0.50, -0.63, 2.03], [1.60, 0.38, 1.62], [-0.44, -1.26, 1.38], [1.06, -1.60, -2.83], [-1.02, -0.24, 1.71], [1.18, 2.16, 0.37], [0.08, -1.54, 0.23], [-1.23, -1.02, -0.98], [-1.71, 0.98, -0.82], [0.40, 0.29, -0.17], [-1.94, 0.57, 0.42], [0.14, 0.85, -0.68], [0.88, -0.36, 0.77], [-0.25, 1.00, -2.60], [1.49, -1.62, 0.27], [0.06, 0.91, -0.46], [0.12, -0.13, -0.71], [0.09, 0.49, -0.11], [-0.34, 0.75, -1.69], [0.98, 1.11, -0.32], [-0.14, 0.02, 0.13], [-0.88, 0.26, 0.37], [-0.25, 0.11, 1.47], [1.51, 0.01, -1.17], [0.65, 1.41, -0.22]]}

---

Record 6
{"formula": "C6H13N", "method": "wB97M-V/def2-TZVPD", "mol_weight_g_mol": 99.2, "e_above_lowest_kcal_mol": 20.0, "e_homo_ev": -8.4, "homo_lumo_gap_ev": 9.381, "total_energy_ha": -291.126870, "elements": ["C", "C", "C", "N", "C", "C", "C", "H", "H", "H", "H", "H", "H", "H", "H", "H", "H", "H", "H", "H"], "positions_angstrom": [[-1.955, -0.256, 0.424], [-1.758, 0.722, -0.723], [-0.337, 0.796, -1.349], [1.088, -1.650, -0.155], [1.296, -0.311, 0.206], [0.770, 0.805, -0.314], [2.283, -0.087, 1.337], [-1.699, -1.288, 0.179], [-1.589, 0.160, 1.358], [-3.026, -0.399, 0.624], [-2.564, 0.702, -1.456], [-1.794, 1.731, -0.285], [-0.297, 1.627, -2.050], [-0.241, -0.126, -1.938], [0.573, -1.767, -1.022], [0.429, -2.064, 0.505], [1.271, 1.753, -0.205], [3.254, -0.490, 1.051], [1.998, -0.786, 2.112], [2.298, 0.930, 1.702]], "forces_ev_per_a": [[-1.49, -0.24, -0.28], [0.83, 1.77, 0.62], [-0.51, -1.76, -0.08], [-1.07, -0.55, 0.21], [0.87, 2.18, 0.70], [-0.65, -0.54, -1.72], [-0.13, -1.68, -0.65], [0.77, 0.12, 0.25], [0.66, -0.53, 0.01], [-0.07, 0.43, -0.15], [0.21, -0.31, -0.23], [-0.68, -0.10, 0.15], [0.12, 0.09, 0.08], [0.19, 0.16, -0.31], [0.27, 0.44, -0.25], [0.51, -0.25, 0.32], [-0.06, 0.16, 0.78], [0.32, 0.44, -0.12], [-0.23, 0.09, 0.70], [0.11, 0.08, -0.02]]}